Entry 1:
Computed, not measured: a 2-piece molecular cluster, C2H5N overall, with ωB97M-V with the def2-TZVPD basis set.

Calculated values
**SMILES**: C#C.N
**Frontier orbital gap**: 10.99 eV
**Relative energy (zero: lowest compared OMol25 entry of this formula, charge and spin)**: 183.4 kJ/mol
**E**: -133.86357 Eh
**F_max**: 2.56 eV/A

```
8
Properties=species:S:1:pos:R:3:forces:R:3:lowdin_charge:R:1
N -1.47255 -0.48225 1.12910 -0.19 2.09 -1.48 0.014
C 1.16898 -0.03960 -0.86995 0.63 1.26 -0.52 -0.022
C 1.09404 1.09649 -1.25168 -0.18 -0.58 0.70 0.015
H -0.66424 -0.26086 1.68174 0.31 -0.22 0.19 -0.004
H -1.27491 -0.13515 0.16923 -0.16 0.00 1.05 -0.001
H 1.03514 2.14166 -1.31669 -0.27 0.63 -0.50 0.013
H 1.68259 -0.87735 -0.52579 -0.12 -1.30 0.27 0.011
H -1.56904 -1.44295 0.98405 -0.01 -1.89 0.28 -0.027
```
Forces are in eV/Å.



Entry 2:
Computed, not measured: an isolated ion of composition C2H5N2 and charge +1, with ωB97M-V with the def2-TZVPD basis set.

Calculated values
**SMILES**: CC=[N+]=N
**Frontier orbital gap**: 10.09 eV
**Net charge**: +1
**Relative energy (zero: lowest compared OMol25 entry of this formula, charge and spin)**: 212.7 kJ/mol
**E**: -188.33447 Eh
**F_max**: 3.33 eV/A

```
9
Properties=species:S:1:pos:R:3:forces:R:3:lowdin_charge:R:1
N 1.50103 -0.11707 -0.28034 -0.51 0.12 -0.52 0.028
N 2.42683 -0.35668 0.39525 2.68 -1.68 1.04 0.282
C 0.38444 0.37736 -0.55890 -0.07 2.38 -0.58 -0.049
C -0.82245 -0.13438 0.08179 -0.12 0.62 2.67 -0.013
H -0.64861 -1.00641 0.72755 -0.18 0.17 -0.52 0.111
H 3.09227 -1.23576 0.23282 -1.84 1.83 -0.47 0.213
H -1.42134 -0.29251 -0.74604 -1.93 -0.94 -1.35 0.070
H 0.22886 1.29176 -1.24491 0.98 -1.74 0.72 0.207
H -1.35550 0.65586 0.72045 0.99 -0.76 -0.98 0.150
```
Forces are in eV/Å.



Entry 3:
Computed, not measured: an isolated ion of composition C2H5N2 and charge +1, with ωB97M-V with the def2-TZVPD basis set.

Calculated values
**Frontier orbital gap (alpha / beta)**: 8.13 / 8.51 eV
**Net charge**: +1
**Relative energy (zero: lowest compared OMol25 entry of this formula, charge and spin)**: 434.0 kJ/mol
**E**: -188.25020 Eh
**F_max**: 5.22 eV/A

```
9
Properties=species:S:1:pos:R:3:forces:R:3:lowdin_charge:R:1
N 2.12982 0.01573 0.03161 3.73 -1.42 1.61 0.235
N 1.23559 0.12862 -0.62586 -0.45 2.62 -1.80 0.121
C -1.43295 0.56045 -0.13541 1.90 -1.05 1.92 0.180
C -0.31708 -0.29003 -0.04051 -3.14 -0.85 -4.08 -0.137
H -0.18730 -0.98984 -0.93258 -1.11 0.00 1.61 0.154
H -1.68034 0.98628 0.80264 -0.37 0.66 0.74 0.077
H -0.16215 -0.63088 0.91548 0.77 -0.79 2.07 0.085
H 2.58192 -0.46755 0.84372 -0.83 0.64 -0.20 0.210
H -2.16751 0.68723 -0.85908 -0.50 0.19 -1.88 0.075
```
Forces are in eV/Å.



Entry 4:
Computed, not measured: an isolated ion of composition C2H5N2 and charge +1, with ωB97M-V with the def2-TZVPD basis set.

Calculated values
**Frontier orbital gap (alpha / beta)**: 7.04 / 10.83 eV
**Net charge**: +1
**⟨S²⟩**: 2.007
**2S+1**: 3
**Relative energy (zero: lowest compared OMol25 entry of this formula, charge and spin)**: 170.5 kJ/mol
**E**: -188.19689 Eh
**F_max**: 5.24 eV/A

```
9
Properties=species:S:1:pos:R:3:forces:R:3:lowdin_charge:R:1
N -1.15147 -0.43694 -0.07504 -4.78 -2.07 0.57 0.075
N -2.09558 0.22518 0.01930 0.29 -2.64 -0.14 0.351
C 0.73104 0.37469 -0.02338 3.29 3.51 -1.04 0.055
C 0.14268 -0.89845 0.04276 1.11 -3.85 -2.36 -0.196
H 0.52569 1.13584 -0.82203 0.35 -1.20 0.72 0.117
H -2.17576 1.21433 -0.02737 0.29 2.30 -0.23 0.148
H 0.32101 -1.55406 0.93116 -0.62 0.91 -0.20 0.177
H 0.42481 -1.68236 -0.81178 -0.99 1.73 1.15 0.212
H 0.92402 0.70719 0.93638 1.06 1.30 1.53 0.062
```
Forces are in eV/Å.